Run i
# C6H12OS

A structure of composition C6H12OS (ωB97M-V/def2-TZVPD, the OMol25 dataset).

Each line ends with the Mulliken charge.
Geometry (Å):
C (0.44, -0.69, 0.12)  1.37
C (-0.06, 0.71, -0.31)  0.81
C (-0.57, -1.84, 0.08)  -1.24
C (1.42, -0.68, 1.26)  -1.72
C (-1.16, 0.79, -1.36)  -1.51
C (-0.28, 1.88, 0.61)  -1.30
O (1.29, -0.93, -1.05)  -0.43
S (1.70, 0.71, -1.38)  -0.08
H (-1.17, -2.26, 0.94)  0.28
H (0.07, -2.73, -0.30)  0.32
H (-1.21, -1.58, -0.85)  0.29
H (0.91, -0.80, 2.23)  0.33
H (2.01, 0.22, 1.29)  0.40
H (2.03, -1.60, 1.15)  0.35
H (-1.41, 1.82, -1.67)  0.38
H (-2.15, 0.27, -1.03)  0.32
H (-0.85, 0.10, -2.28)  0.35
H (-1.17, 1.67, 1.30)  0.29
H (-0.41, 2.76, 0.01)  0.46
H (0.56, 2.17, 1.24)  0.33

The spin multiplicity is 1. The net charge is 0. As for the LUMO energy: 0.013 Eh. The HOMO-LUMO gap is 8.538 eV.



Run ii
# C6H12OS

An isolated molecule of C6H12OS (ωB97M-V/def2-TZVPD, the OMol25 dataset).

Each line ends with the Mulliken charge.
Geometry (Å):
C (-1.70, 0.80, -0.70)  -1.19
C (-0.61, 0.62, 0.07)  0.28
C (-0.33, 1.46, 1.28)  -1.24
C (0.25, -0.60, -0.14)  1.62
C (-0.30, -1.93, 0.27)  -1.73
C (0.56, -0.59, -1.61)  -1.34
S (1.90, -0.56, 0.76)  0.06
O (2.43, 0.95, 0.78)  -0.49
H (-1.96, 0.30, -1.58)  0.35
H (-2.18, 1.80, -0.58)  0.29
H (0.49, 2.18, 0.85)  0.20
H (0.07, 0.81, 2.18)  0.27
H (-1.31, 1.98, 1.50)  0.41
H (-0.99, -2.39, -0.38)  0.38
H (-0.76, -1.85, 1.22)  0.43
H (0.52, -2.63, 0.46)  0.43
H (-0.33, -1.17, -2.17)  0.25
H (1.49, -1.14, -1.95)  0.30
H (0.49, 0.55, -1.92)  0.35
H (2.27, 1.40, 1.66)  0.36

The spin multiplicity is 1. The SMILES is C=C(C)C(C)(C)SO. The net charge is 0. As for the LUMO energy: 0.023 Eh. The HOMO-LUMO gap is 9.155 eV.



Run iii
# C6H12OS

An isolated molecule of C6H12OS (ωB97M-V/def2-TZVPD, the OMol25 dataset).

Each line ends with the Mulliken charge.
Geometry (Å):
C (-0.20, -2.36, -0.34)  -0.91
C (1.13, -1.73, -0.90)  -0.40
S (1.51, -0.14, 0.02)  -0.10
C (0.12, 0.93, -0.21)  0.46
C (0.36, 2.05, -1.04)  -1.75
C (-0.32, 1.42, 1.19)  -1.08
C (-1.30, 0.47, 2.03)  -0.04
O (-2.22, -0.03, 1.42)  -0.44
H (-0.70, -3.17, -0.99)  0.29
H (0.00, -2.95, 0.60)  0.25
H (-0.89, -1.60, -0.10)  0.24
H (1.96, -2.40, -0.75)  0.36
H (0.96, -1.53, -1.93)  0.30
H (-0.66, 0.41, -0.72)  0.28
H (-0.52, 2.53, -1.48)  0.39
H (1.10, 2.67, -0.57)  0.36
H (0.84, 1.61, -1.93)  0.43
H (0.51, 1.56, 1.76)  0.54
H (-0.78, 2.34, 1.08)  0.47
H (-0.91, -0.08, 2.87)  0.33

The spin multiplicity is 1. The SMILES is CCS[C@H](C)CC=O. The net charge is 0. As for the LUMO energy: 0.026 Eh. The HOMO-LUMO gap is 9.388 eV.



Energy relative to the most stable one, in kcal/mol: run i 13.5; run ii 19.6; run iii 0.0